C38H50ClF5IrN3O2S | ωB97M-V with the def2-TZVPD basis set

ORCA input file:
```
! RIJCOSX wB97M-V def2-TZVPD def2/J DEFGRID3
* xyz 1 2
Ir 0.557 -0.187 0.415
C 1.496 -2.219 0.404
C 2.382 -1.243 1.016
C 1.676 -0.786 2.209
C 0.397 -1.445 2.211
C 0.315 -2.373 1.129
C -0.736 -3.425 0.862
C -0.992 -3.573 -0.638
C -0.145 -4.743 1.399
C -2.030 -3.135 1.619
C 1.912 0.197 3.354
C 0.780 1.259 3.280
C 1.673 -0.585 4.668
C 3.306 0.802 3.497
C 3.837 -1.144 0.533
C 4.213 0.272 0.087
C 4.084 -2.081 -0.660
C 4.754 -1.632 1.666
H 1.710 -2.745 -0.511
H -0.381 -1.284 2.937
H -0.097 -3.919 -1.162
H -1.315 -2.631 -1.082
H -1.765 -4.328 -0.788
H 0.786 -4.994 0.887
H -0.855 -5.553 1.232
H 0.055 -4.685 2.471
H -2.540 -2.247 1.256
H -1.850 -3.018 2.688
H -2.716 -3.975 1.500
H -0.183 0.750 3.271
H -0.192 2.844 2.338
H 0.822 1.820 4.216
H 0.636 -0.892 4.790
H 1.932 0.057 5.511
H 2.307 -1.472 4.713
H 3.746 1.169 2.580
H 3.979 0.069 3.942
H 3.252 1.649 4.181
H 3.833 0.472 -0.916
H 5.299 0.386 0.074
H 3.806 1.028 0.747
H 3.448 -1.830 -1.509
H 3.940 -3.131 -0.397
H 5.121 -1.961 -0.976
H 4.772 -0.945 2.507
H 5.772 -1.723 1.285
H 4.442 -2.614 2.026
N 0.635 1.776 0.785
C 0.751 2.314 2.161
C 1.879 3.315 2.354
C 2.981 3.399 1.516
C 4.021 4.272 1.795
C 3.965 5.084 2.916
C 2.850 5.035 3.743
C 1.815 4.160 3.461
H 3.012 2.799 0.616
H 4.873 4.324 1.128
H 4.775 5.767 3.137
H 2.783 5.686 4.605
H 0.943 4.141 4.106
F 0.481 2.456 -1.383
C 0.047 2.725 -0.125
F -1.308 2.560 -0.118
C 0.203 4.289 -0.054
F 1.442 4.686 -0.303
F -0.212 4.812 1.093
F -0.577 4.771 -1.026
Cl -7.982 -0.383 -1.142
C -6.334 -0.235 -0.636
C -6.017 0.625 0.405
C -4.697 0.734 0.809
C -3.702 0.004 0.167
C -4.041 -0.857 -0.874
C -5.358 -0.984 -1.278
C -2.299 0.149 0.648
O -2.014 0.651 1.713
O -1.392 -0.341 -0.203
H -6.797 1.194 0.891
H -4.419 1.388 1.624
H -3.270 -1.442 -1.358
H -5.636 -1.658 -2.077
C 1.311 0.542 -5.603
N 1.237 -0.377 -4.463
C 2.416 -1.221 -4.325
C 0.432 -0.051 -3.407
S 1.248 -0.228 -1.891
N -0.809 0.314 -3.704
C -1.709 1.040 -2.819
C -1.429 -0.046 -4.981
H 2.340 0.890 -5.702
H 0.681 1.410 -5.434
H 1.014 0.055 -6.533
H 2.680 -1.571 -5.322
H 2.195 -2.081 -3.698
H 3.264 -0.675 -3.903
H -1.249 1.189 -1.863
H -2.625 0.470 -2.687
H -1.948 2.005 -3.272
H -0.885 -0.863 -5.446
H -1.470 0.804 -5.662
H -2.448 -0.366 -4.769
*
```

The electronic energy comes out at -3254.6134 Ha. As for the expectation value of S²: 0.76. Its HOMO-LUMO gap (alpha / beta) is 8.185 / 6.746 eV.



C6H17PSi | ωB97M-V with the def2-TZVPD basis set

ORCA input file:
```
! RIJCOSX wB97M-V def2-TZVPD def2/J DEFGRID3
* xyz 0 3
C -1.717 0.024 1.586
C -1.147 1.851 -0.007
C -2.266 -0.216 -0.833
C 0.593 -2.353 0.079
C 1.367 0.187 -1.730
C -1.240 0.332 0.165
Si 0.483 -0.473 -0.186
P 4.537 0.592 0.806
H -1.767 -1.047 1.764
H -1.043 0.463 2.320
H -2.711 0.439 1.747
H -0.428 2.276 0.690
H -2.116 2.310 0.186
H -0.845 2.116 -1.018
H -1.951 -0.039 -1.859
H -2.419 -1.284 -0.697
H -3.224 0.284 -0.688
H -0.112 -2.886 -0.557
H 1.591 -2.703 -0.166
H 0.391 -2.635 1.108
H 1.657 1.227 -1.611
H 2.277 -0.378 -1.911
H 0.740 0.112 -2.617
H 3.998 1.605 1.580
H 5.352 0.195 1.848
*
```

The electronic energy comes out at -869.5384 Ha. As for the expectation value of S²: 2.00. Its HOMO-LUMO gap (alpha / beta) is 7.181 / 8.398 eV.